H20O10 | ωB97M-V/def2-TZVPD

Values from the calculation:
HOMO-LUMO gap   10.90 eV
E_HOMO   -10.94 eV
Lowest unoccupied orbital energy   -0.04 eV

```
30
H20O10, DFT ωB97M-V/def2-TZVPD
O 3.237 -1.265 1.024
H 4.171 -1.040 0.989
H 2.916 -1.275 0.103
O -2.882 0.345 -3.191
H -3.187 0.232 -2.298
H -3.592 0.709 -3.727
O 0.774 -2.063 3.394
H 1.228 -1.250 3.172
H 1.355 -2.794 3.147
O 0.494 1.272 -2.899
H 0.824 0.845 -3.714
H -0.441 1.255 -3.083
O 0.503 -1.027 -0.632
H 0.191 -0.848 -1.558
H -0.285 -1.219 -0.118
O 2.276 1.857 -0.524
H 2.386 1.629 0.378
H 1.688 1.208 -0.901
O -0.381 1.848 0.739
H -0.672 0.997 0.481
H 0.358 1.819 0.134
O -1.704 -2.359 0.769
H -1.472 -2.192 1.694
H -2.539 -1.936 0.663
O 1.849 0.717 2.501
H 1.313 1.482 2.210
H 2.102 0.135 1.719
O -3.317 0.627 -0.236
H -2.978 1.394 0.219
H -4.215 0.899 -0.457
```

=====

C24H28AlF4N5OS | ωB97M-V/def2-TZVPD

Values from the calculation:
HOMO-LUMO gap   6.85 eV
E_HOMO   -13.41 eV
Lowest unoccupied orbital energy   -6.56 eV
Charge   +2

```
64
C24H28AlF4N5OS, DFT ωB97M-V/def2-TZVPD
Al 0.229 0.018 -0.310
C 2.803 2.223 1.142
C 3.039 0.720 1.053
N 1.829 -0.119 1.284
C 2.290 -1.513 1.518
C 2.572 -2.277 0.239
C 1.144 0.348 2.514
C 0.056 1.407 2.237
N -0.350 1.399 0.836
C -1.096 2.467 0.408
C -1.303 2.522 -0.970
F -0.716 1.438 -1.621
C -2.008 3.507 -1.630
F -2.143 3.444 -2.954
C -2.558 4.541 -0.893
C -2.400 4.517 0.487
F -2.955 5.476 1.213
C -1.691 3.510 1.140
F -1.622 3.540 2.482
H 3.675 2.746 0.760
H 2.665 2.545 2.170
H 1.937 2.534 0.566
H 3.798 0.459 1.801
H 3.434 0.466 0.067
H 1.518 -2.058 2.066
H 3.186 -1.502 2.148
H 1.663 -2.319 -0.366
H 2.866 -3.294 0.486
H 3.372 -1.826 -0.342
H 1.873 0.765 3.213
H 0.707 -0.514 3.024
H 0.444 2.396 2.488
H -0.811 1.224 2.882
H -3.106 5.336 -1.372
O -0.610 -1.250 0.876
C -1.257 -2.452 0.506
C -1.429 -2.385 -0.981
C -2.089 -3.373 -1.695
C -2.304 -3.177 -3.050
C -1.828 -2.009 -3.635
C -1.122 -1.108 -2.861
N -0.922 -1.285 -1.547
H -0.781 -1.020 1.796
H -2.235 -2.532 0.988
H -0.657 -3.325 0.793
H -2.443 -4.258 -1.190
H -2.835 -3.916 -3.631
H -2.001 -1.806 -4.680
H -0.706 -0.214 -3.304
N 5.323 -0.458 -5.261
C 5.043 0.387 -4.268
S 6.156 1.451 -3.662
C 3.772 0.296 -3.550
C 3.270 1.385 -2.827
C 2.195 1.218 -1.992
N 1.574 0.037 -1.809
C 1.996 -0.992 -2.566
C 3.060 -0.909 -3.429
H 6.234 -0.413 -5.694
H 4.634 -1.057 -5.684
H 3.759 2.342 -2.898
H 1.805 2.045 -1.419
H 1.467 -1.932 -2.476
H 3.366 -1.794 -3.960
```

=====

FH12HfO6 | ωB97M-V/def2-TZVPD

Values from the calculation:
HOMO-LUMO gap   3.01 eV
E_HOMO   -21.38 eV
Lowest unoccupied orbital energy   -18.37 eV
Charge   +3

```
20
FH12HfO6, DFT ωB97M-V/def2-TZVPD
Hf -0.934 1.560 2.138
F -0.504 0.427 0.034
O 0.769 -0.287 2.350
H 0.394 -1.102 2.684
H 1.468 -0.569 1.760
O 2.539 -0.142 0.349
H 1.902 0.269 -0.235
H 3.183 -0.537 -0.239
O -1.900 -0.649 2.185
H -2.353 -0.788 3.016
H -2.136 -1.409 1.653
O 1.357 1.035 -1.971
H 0.699 0.775 -1.326
H 0.852 1.422 -2.686
O -0.015 -2.094 -1.548
H -0.102 -1.235 -1.136
H -0.905 -2.322 -1.817
O -1.560 1.800 -2.099
H -1.316 1.183 -1.409
H -1.437 2.663 -1.703
```

=====

C7H6N2OS | ωB97M-V/def2-TZVPD

Values from the calculation:
HOMO-LUMO gap   8.20 eV
E_HOMO   -7.61 eV
Lowest unoccupied orbital energy   0.60 eV

```
17
C7H6N2OS, DFT ωB97M-V/def2-TZVPD
N 3.640 1.393 0.282
C 2.520 0.599 0.158
N 1.221 0.895 -0.015
C 0.437 -0.182 -0.156
C -0.958 0.006 -0.134
C -1.759 -1.093 0.190
C -3.136 -0.569 0.286
C -2.962 0.733 -0.020
O -1.677 1.132 -0.368
C 1.085 -1.405 -0.247
S 2.768 -1.160 -0.052
H 4.355 1.113 -0.347
H 3.201 2.354 0.077
H -1.523 -2.047 0.452
H -4.046 -1.051 0.658
H -3.717 1.573 -0.163
H 0.550 -2.288 -0.598
```

=====

C4H7NO2 | ωB97M-V/def2-TZVPD

Values from the calculation:
HOMO-LUMO gap   9.23 eV
E_HOMO   -8.86 eV
Lowest unoccupied orbital energy   0.36 eV

```
14
C4H7NO2, DFT ωB97M-V/def2-TZVPD
N 1.105 0.328 1.880
C 1.541 0.677 0.640
O 2.172 1.686 0.396
C 1.188 -0.341 -0.465
C -0.177 -0.866 -0.123
C -2.202 -0.229 -0.980
O -0.896 -0.755 -1.214
H 1.215 1.001 2.623
H 0.387 -0.384 1.940
H 1.966 -1.109 -0.481
H 1.177 0.196 -1.420
H -2.307 -0.048 0.092
H -2.182 0.720 -1.520
H -2.986 -0.877 -1.367
```

=====

C2H10NO3 | ωB97M-V/def2-TZVPD

Values from the calculation:
<S²>   0.75
HOMO-LUMO gap (alpha / beta)   10.62 / 7.49 eV
E_HOMO (alpha / beta)   -9.95 / -9.91 eV
Lowest unoccupied orbital energy (alpha / beta)   0.67 / -2.42 eV
2S+1   2

```
16
C2H10NO3, DFT ωB97M-V/def2-TZVPD
C 0.461 -0.535 -0.718
O -0.346 0.200 0.053
C 0.167 -2.090 -0.659
N -1.192 -2.468 -0.385
H 0.232 -0.234 -1.761
H 1.529 -0.371 -0.522
H 0.581 -2.602 -1.532
H 0.886 -2.420 0.081
H -1.437 -2.041 0.484
H -1.821 -2.053 -1.064
H 0.800 2.030 2.633
H -0.499 1.720 1.975
O -0.067 2.389 2.486
H 0.009 3.557 -0.206
H 0.152 2.065 -0.282
O 0.544 2.853 -0.583
```

=====

C6H10N2O2 | ωB97M-V/def2-TZVPD

Values from the calculation:
HOMO-LUMO gap   9.31 eV
E_HOMO   -9.37 eV
Lowest unoccupied orbital energy   -0.06 eV

```
20
C6H10N2O2, DFT ωB97M-V/def2-TZVPD
C 0.874 -0.161 2.131
N -0.090 -1.094 1.454
C -1.327 -0.482 1.226
C -1.592 0.289 -0.104
N -1.110 -0.411 -1.237
C 0.015 0.105 -1.499
C 0.948 -0.280 -2.522
C 0.335 1.281 -0.765
O 1.355 1.907 -0.885
O -0.680 1.498 0.091
H 0.949 -0.264 3.201
H 1.756 -0.240 1.522
H 0.772 0.883 2.020
H 0.320 -1.387 0.519
H -1.415 0.238 2.030
H -2.126 -1.349 1.300
H -2.642 0.635 -0.165
H 0.620 0.022 -3.510
H 1.121 -1.368 -2.535
H 1.918 0.178 -2.272
```

=====

C15H25ClCuN4O5 | ωB97M-V/def2-TZVPD

Values from the calculation:
<S²>   0.75
HOMO-LUMO gap (alpha / beta)   9.90 / 8.48 eV
E_HOMO (alpha / beta)   -15.31 / -15.31 eV
Lowest unoccupied orbital energy (alpha / beta)   -5.42 / -6.83 eV
2S+1   2
Charge   +2

```
51
C15H25ClCuN4O5, DFT ωB97M-V/def2-TZVPD
Cu -0.431 0.250 0.432
O -1.443 -1.561 4.078
C -0.817 -0.790 3.224
O -1.193 -0.681 2.063
C 0.363 -0.109 3.881
O 0.926 0.911 3.106
C 2.288 0.699 2.754
C 2.409 -0.199 1.530
O 3.490 -0.690 1.196
O 1.330 -0.385 0.875
H -2.195 -2.010 3.657
H 1.078 -0.904 4.120
H 0.008 0.290 4.835
H 2.863 0.287 3.585
H 2.712 1.674 2.512
N 3.255 -2.178 -1.173
C 1.918 -1.598 -1.553
C 0.978 -2.466 -2.361
C -0.382 -1.741 -2.381
N -0.931 -1.581 -0.999
C -0.242 -0.369 -3.042
C 0.844 0.526 -2.441
N 0.354 1.231 -1.211
C 2.146 -0.236 -2.183
H 3.184 -3.163 -0.916
H 3.556 -1.641 -0.304
H 3.960 -2.098 -1.906
H 1.460 -1.455 -0.588
H 0.861 -3.454 -1.907
H 1.309 -2.617 -3.392
H -1.068 -2.342 -2.980
H -0.835 -2.458 -0.491
H -1.938 -1.460 -1.085
H -1.202 0.155 -3.037
H 0.001 -0.528 -4.095
H 1.073 1.306 -3.169
H -0.332 1.919 -1.513
H 1.127 1.778 -0.834
H 2.809 0.363 -1.551
H 2.649 -0.358 -3.148
Cl -5.281 2.334 -1.542
C -4.066 2.383 -0.335
C -4.135 3.272 0.728
C -3.116 3.259 1.666
C -2.072 2.365 1.521
N -2.012 1.508 0.492
C -2.989 1.518 -0.420
H -4.968 3.957 0.811
H -3.130 3.939 2.506
H -1.257 2.325 2.233
H -2.916 0.820 -1.245
```

=====

What is the formula in the sixth record?
C2H10NO3

=====

Repeat the seventh record exactly.
C6H10N2O2 | ωB97M-V/def2-TZVPD

Values from the calculation:
HOMO-LUMO gap   9.31 eV
E_HOMO   -9.37 eV
Lowest unoccupied orbital energy   -0.06 eV

```
20
C6H10N2O2, DFT ωB97M-V/def2-TZVPD
C 0.874 -0.161 2.131
N -0.090 -1.094 1.454
C -1.327 -0.482 1.226
C -1.592 0.289 -0.104
N -1.110 -0.411 -1.237
C 0.015 0.105 -1.499
C 0.948 -0.280 -2.522
C 0.335 1.281 -0.765
O 1.355 1.907 -0.885
O -0.680 1.498 0.091
H 0.949 -0.264 3.201
H 1.756 -0.240 1.522
H 0.772 0.883 2.020
H 0.320 -1.387 0.519
H -1.415 0.238 2.030
H -2.126 -1.349 1.300
H -2.642 0.635 -0.165
H 0.620 0.022 -3.510
H 1.121 -1.368 -2.535
H 1.918 0.178 -2.272
```